1.
This record from the OMol25 dataset describes a 3-piece molecular cluster, C5H11INO2 overall. The level of theory is the ωB97M-V functional and the def2-TZVPD basis.

Geometry as XYZ:
```
20
Properties=species:S:1:pos:R:3:forces:R:3
C -1.334 1.156 -1.328 0.0489 0.0142 -0.4636
C -1.898 -5.067 0.177 -1.0553 -1.7470 -2.0565
C 2.062 3.900 -0.077 -0.3958 -1.8550 -3.7374
C -1.483 -3.725 0.139 1.4407 3.6168 1.9444
C 1.395 1.563 0.114 -2.7830 -2.2181 2.6642
N 1.221 2.869 0.612 -2.2145 3.5551 3.2502
O -1.335 0.063 -1.612 -0.2061 -2.9537 -0.5624
O -1.281 2.270 -1.094 0.0836 2.9647 0.9720
I 0.647 -0.039 1.351 0.4927 1.3642 -1.0728
H -1.911 -5.611 1.100 0.3518 0.0532 0.6418
H -2.905 -5.138 -0.251 0.2204 -0.5232 -0.2476
H -1.142 -5.504 -0.514 -0.6895 -0.9232 0.1783
H 2.039 4.923 0.307 -0.2560 -0.5071 0.0808
H 3.041 3.410 -0.111 0.1416 0.8231 0.2581
H 1.661 3.752 -1.189 0.9712 1.1785 2.1882
H -1.804 -2.941 -0.578 0.2722 -0.8824 0.6141
H -0.772 -3.478 0.968 -0.5152 0.4461 -1.0629
H 2.288 1.343 -0.319 2.3584 -0.3158 -1.4058
H 0.211 3.209 0.645 0.7756 -0.8945 -1.2639
H 1.300 3.044 1.661 0.9582 -1.1959 -0.9193
```
Forces are in eV/Å.

Results
HOMO-LUMO gap (alpha / beta) (eV): 9.499 / 3.826
Charge: +1
LUMO energy (alpha / beta) (hartree): -0.1517 / -0.2169
Max |F| (eV/Å): 5.3
E_HOMO (alpha / beta) (eV): -13.626 / -9.728

Mulliken atomic charge list, values in e, 4 entries: 0.74, -0.74, -0.79, -0.50

2.
This record from the OMol25 dataset describes C46H61BrN4PPbSe2Si as an isolated structure. The level of theory is the ωB97M-V functional and the def2-TZVPD basis.

Geometry as XYZ:
```
117
Properties=species:S:1:pos:R:3:forces:R:3
Pb -0.744 0.951 0.797 -0.0964 -0.0280 -0.0090
N -3.693 1.400 -1.424 -0.0205 -0.0245 -0.0037
P -2.614 2.475 -0.681 0.0555 0.0482 0.0398
C -3.668 3.576 0.295 -0.0082 -0.0102 -0.0022
C -4.123 3.057 1.509 -0.0084 0.0020 0.0036
C -5.027 3.769 2.279 -0.0047 -0.0018 -0.0056
C -5.466 5.015 1.849 0.0009 -0.0036 0.0018
C -5.007 5.541 0.650 -0.0039 0.0030 -0.0006
C -4.115 4.822 -0.133 0.0000 0.0056 -0.0035
C -1.979 3.408 -2.090 -0.0002 -0.0098 -0.0051
C -1.355 4.637 -1.883 0.0082 -0.0002 -0.0142
C -0.779 5.305 -2.953 -0.0026 0.0030 0.0081
C -0.808 4.750 -4.225 -0.0005 0.0068 0.0006
C -1.412 3.519 -4.430 -0.0037 -0.0045 -0.0032
C -1.994 2.846 -3.367 0.0075 -0.0055 0.0066
C -3.932 0.089 -1.021 -0.0035 0.0160 -0.0222
C -4.961 -0.648 -1.615 -0.0082 -0.0044 0.0101
C -5.159 -1.944 -1.193 0.0051 0.0033 0.0007
C -4.336 -2.480 -0.205 0.0181 -0.0051 0.0053
C -3.344 -1.675 0.312 -0.0145 -0.0179 0.0069
N -3.145 -0.411 -0.079 -0.0180 -0.0253 -0.0140
H -4.393 1.795 -2.037 0.0043 0.0023 -0.0014
H -3.777 2.086 1.849 0.0004 0.0010 -0.0006
H -5.379 3.360 3.216 -0.0010 0.0003 0.0010
H -6.166 5.577 2.453 -0.0001 0.0004 0.0011
H -5.349 6.513 0.318 -0.0009 -0.0002 -0.0018
H -3.773 5.234 -1.074 -0.0024 -0.0025 0.0000
H -1.312 5.078 -0.895 0.0083 0.0085 0.0235
H -0.303 6.261 -2.783 0.0065 0.0065 0.0022
H -0.356 5.277 -5.055 -0.0005 0.0003 -0.0004
H -1.429 3.078 -5.418 -0.0005 0.0004 -0.0003
H -2.448 1.877 -3.532 -0.0007 0.0023 -0.0005
H -5.581 -0.205 -2.383 0.0009 0.0024 0.0011
H -5.950 -2.539 -1.630 0.0000 -0.0011 0.0007
H -4.464 -3.492 0.150 0.0035 -0.0069 -0.0007
H -2.668 -2.043 1.076 0.0016 0.0046 -0.0026
C -0.220 8.731 -0.415 -0.0019 0.0047 -0.0018
C -0.046 7.352 0.161 0.0014 -0.0074 -0.0043
C 1.011 6.538 -0.222 -0.0048 0.0105 -0.0048
C 1.185 5.261 0.296 0.0054 -0.0157 -0.0158
C 2.338 4.433 -0.195 0.0035 -0.0045 -0.0013
C 0.274 4.785 1.250 0.0228 0.0053 0.0018
Se 0.547 3.054 2.059 -0.0148 0.0188 0.0729
C -0.780 5.599 1.685 -0.0196 0.0075 -0.0089
C -1.748 5.215 2.771 -0.0017 0.0134 -0.0098
C -0.929 6.861 1.112 -0.0147 -0.0115 -0.0178
H 0.456 8.898 -1.253 -0.0010 -0.0014 0.0004
H -0.012 9.495 0.336 0.0003 0.0004 0.0009
H -1.242 8.887 -0.763 -0.0017 0.0008 0.0005
H 1.724 6.904 -0.954 -0.0001 0.0005 -0.0013
H 2.976 5.019 -0.856 -0.0032 0.0038 -0.0057
H 1.977 3.566 -0.755 0.0049 0.0177 0.0259
H 2.948 4.073 0.637 -0.0021 0.0001 -0.0078
H -1.741 4.150 2.979 -0.0069 -0.0019 -0.0104
H -2.760 5.515 2.499 0.0200 0.0163 0.0095
H -1.489 5.735 3.697 0.0159 -0.0260 0.0137
H -1.756 7.482 1.441 -0.0014 0.0007 -0.0008
C 3.076 -0.944 -2.654 0.0012 0.0107 -0.0273
N 3.162 -0.214 -1.403 0.0203 0.0204 -0.0176
C 2.231 0.608 -0.891 -0.0094 -0.0435 0.0516
Se 0.624 1.112 -1.701 -0.0034 -0.0119 0.0039
N 2.671 1.054 0.296 0.0712 -0.0164 -0.1091
C 3.931 0.532 0.557 -0.0283 -0.0415 0.0073
C 4.795 0.682 1.632 0.0130 0.0120 0.0031
C 5.994 -0.003 1.560 -0.0018 0.0031 0.0071
C 6.316 -0.809 0.461 -0.0032 -0.0090 -0.0107
C 5.450 -0.961 -0.606 0.0140 0.0203 -0.0006
C 4.248 -0.272 -0.531 -0.0100 -0.0105 0.0184
H 2.067 -0.847 -3.045 -0.0022 -0.0049 0.0020
H 3.294 -1.996 -2.471 0.0050 0.0154 -0.0228
H 3.789 -0.540 -3.372 -0.0070 0.0027 -0.0082
H 2.169 1.764 0.843 0.0017 0.0633 0.0330
H 4.544 1.306 2.479 -0.0010 0.0028 -0.0011
H 6.703 0.086 2.372 0.0001 0.0008 0.0012
H 7.266 -1.325 0.448 0.0006 0.0005 -0.0012
H 5.697 -1.587 -1.453 0.0005 0.0043 0.0015
C -0.134 -7.143 -0.417 0.0095 -0.0037 -0.0101
C -0.535 -5.661 -0.330 0.0040 0.0122 0.0004
C -1.835 -5.564 0.481 -0.0025 -0.0130 0.0089
C -0.875 -5.166 -1.746 0.0086 -0.0031 0.0055
Si 0.857 -4.636 0.503 -0.0453 -0.0245 0.0473
Br 0.321 -2.459 0.021 0.0778 0.0229 -0.0928
C 0.850 -4.706 2.419 -0.0021 0.0123 0.0032
C 0.826 -6.166 2.904 -0.0026 -0.0007 0.0035
C 2.105 -4.031 2.994 0.0023 -0.0087 0.0049
C -0.351 -3.969 3.034 0.0096 0.0027 0.0054
C 2.587 -4.890 -0.281 0.0021 0.0138 -0.0092
C 2.478 -5.001 -1.809 -0.0067 -0.0059 0.0002
C 3.534 -3.713 -0.001 -0.0332 -0.0050 0.0121
C 3.239 -6.178 0.250 0.0065 -0.0082 0.0090
H -0.976 -7.718 -0.814 -0.0022 0.0002 0.0016
H 0.120 -7.569 0.555 0.0017 -0.0019 0.0048
H 0.711 -7.305 -1.088 -0.0096 -0.0004 0.0027
H -2.629 -6.082 -0.066 0.0011 -0.0047 0.0016
H -2.148 -4.526 0.612 -0.0116 0.0169 0.0072
H -1.757 -6.033 1.461 -0.0037 0.0119 0.0002
H -1.682 -5.790 -2.144 0.0007 -0.0028 -0.0026
H -0.040 -5.237 -2.439 0.0068 0.0112 -0.0040
H -1.227 -4.134 -1.740 -0.0025 0.0056 0.0049
H 1.655 -6.755 2.507 -0.0018 -0.0026 -0.0015
H -0.103 -6.675 2.646 0.0045 0.0041 -0.0009
H 0.911 -6.180 3.995 0.0002 -0.0028 0.0014
H 3.022 -4.559 2.737 -0.0063 -0.0047 0.0090
H 2.031 -4.025 4.085 -0.0023 0.0041 0.0023
H 2.196 -2.993 2.664 0.0013 -0.0002 -0.0040
H -1.311 -4.381 2.732 -0.0094 -0.0017 -0.0087
H -0.339 -2.907 2.785 -0.0008 -0.0068 0.0031
H -0.287 -4.053 4.123 -0.0024 -0.0023 0.0014
H 1.961 -4.142 -2.244 0.0043 0.0118 -0.0101
H 1.962 -5.906 -2.129 0.0008 0.0030 0.0027
H 3.487 -5.039 -2.233 -0.0010 0.0004 -0.0037
H 3.142 -2.782 -0.413 -0.0104 -0.0508 0.0423
H 4.497 -3.916 -0.482 0.0073 -0.0083 -0.0083
H 3.729 -3.549 1.056 0.0089 0.0035 -0.0225
H 2.615 -7.060 0.099 0.0118 0.0105 0.0021
H 3.478 -6.112 1.312 0.0018 0.0002 0.0034
H 4.179 -6.348 -0.283 0.0019 -0.0010 0.0004
```
Forces are in eV/Å.

Results
HOMO-LUMO gap (eV): 7.380
Charge: +1
LUMO energy (hartree): -0.0824
Max |F| (eV/Å): 0.1
E_HOMO (eV): -9.622

Mulliken atomic charge list, values in e, 4 entries: 0.83, 0.23, 0.22, 0.62

3.
This record from the OMol25 dataset describes a 2-piece molecular cluster, C5H10NO overall. The level of theory is the ωB97M-V functional and the def2-TZVPD basis.

Geometry as XYZ:
```
17
Properties=species:S:1:pos:R:3:forces:R:3
C -2.461 0.324 -0.458 -0.5717 -1.0091 -2.1227
O -3.537 0.728 0.143 -2.0318 0.9252 1.1411
C -1.303 0.058 0.528 -1.1665 -1.4823 -0.5359
C -0.041 -0.268 -0.178 0.0196 1.6651 1.7896
C 0.817 -1.237 0.261 2.8047 2.0777 -2.0145
C 2.243 -1.031 0.079 -2.0377 1.7822 0.3344
N 2.839 0.308 -0.195 -0.9089 -0.7468 1.2204
H -2.084 1.019 -1.260 0.3176 -0.0052 0.2727
H -2.793 -0.631 -1.204 1.3268 0.6014 1.1870
H -1.616 -0.815 1.164 0.0350 0.8045 0.0379
H -1.321 1.031 1.113 0.5774 -1.1521 -0.5022
H 0.447 1.917 -0.618 0.7357 1.7888 -0.0255
H 0.352 0.791 -0.521 -0.3065 -1.0764 -0.7480
H 0.364 -2.106 0.617 -0.1343 -1.8931 0.9631
H 2.940 -1.782 0.225 1.3360 -1.5070 0.4953
H 2.029 0.905 -0.402 0.1339 0.3039 -0.5399
H 3.124 0.790 0.706 -0.1292 -1.0768 -0.9526
```
Forces are in eV/Å.

Results
HOMO-LUMO gap (alpha / beta) (eV): 4.990 / 4.836
Charge: -2
Multiplicity: 2
LUMO energy (alpha / beta) (hartree): 0.2439 / 0.2429
Max |F| (eV/Å): 4.0
E_HOMO (alpha / beta) (eV): 1.646 / 1.774

Mulliken atomic charge list, values in e, 4 entries: -0.55, -0.85, -0.33, -0.36

4.
This record from the OMol25 dataset describes C2H4INS2 as an isolated structure. The level of theory is the ωB97M-V functional and the def2-TZVPD basis.

Geometry as XYZ:
```
10
Properties=species:S:1:pos:R:3:forces:R:3
C 0.184 1.713 0.269 1.2336 -1.0560 -0.7760
C -0.309 -1.700 -0.147 0.0498 -1.0785 -0.1691
N 0.569 -0.965 0.682 -0.3266 0.7209 1.1046
S 1.285 1.993 -0.811 -0.2689 0.3886 0.2142
S -1.237 2.298 0.831 -0.5088 -0.5708 0.9174
I 2.442 -0.858 0.191 1.0408 -0.4922 -0.3747
H -1.277 -1.523 0.249 -1.1555 -0.0096 0.4564
H -0.378 -1.492 -1.194 0.4536 0.5634 -0.9271
H -0.113 -2.784 -0.097 0.0640 0.1483 0.1848
H -1.167 3.319 0.027 -0.5821 1.3857 -0.6304
```
Forces are in eV/Å.

Results
HOMO-LUMO gap (alpha / beta) (eV): 7.853 / 6.981
Charge: 0
LUMO energy (alpha / beta) (hartree): -0.0245 / -0.0268
Max |F| (eV/Å): 1.8
E_HOMO (alpha / beta) (eV): -8.520 / -7.710

Mulliken atomic charge list, values in e, 4 entries: 0.23, -0.73, -0.41, -0.22

> Which value of max |F| does entry 1 give?

5.3 eV/Å

> Which formula does entry 2 have?

C46H61BrN4PPbSe2Si